Entry 1:
{"formula": "C45H34I2MnN3PTe", "method": "ωB97M-V/def2-TZVPD", "spin_multiplicity": 4, "de_lowest_kj_mol": 0.00, "charge": 2, "e_homo_ev": [-12.93, -13.27], "species": ["Mn", "I", "C", "C", "C", "C", "C", "C", "C", "C", "C", "P", "C", "C", "C", "C", "C", "C", "C", "C", "C", "C", "C", "C", "C", "H", "H", "H", "H", "H", "H", "H", "H", "H", "H", "H", "H", "H", "H", "H", "H", "C", "C", "C", "C", "C", "C", "N", "N", "C", "C", "C", "C", "C", "C", "H", "H", "H", "H", "H", "H", "H", "H", "H", "Te", "C", "C", "C", "C", "C", "C", "H", "H", "H", "H", "H", "I", "C", "C", "C", "C", "C", "N", "H", "H", "H", "H"], "xyz": [[-0.31, 0.14, -0.08], [-0.15, -0.96, 2.26], [0.01, -3.05, 2.31], [0.25, -3.46, 3.60], [0.34, -4.83, 3.92], [0.17, -5.74, 2.92], [-0.07, -5.34, 1.59], [-0.23, -6.35, 0.62], [-0.44, -6.04, -0.69], [-0.49, -4.70, -1.06], [-0.35, -3.66, -0.17], [-0.46, -2.06, -1.07], [-2.16, -2.09, -1.72], [-2.52, -1.32, -2.82], [-3.83, -1.29, -3.27], [-4.80, -2.05, -2.63], [-4.45, -2.83, -1.53], [-3.14, -2.85, -1.07], [0.74, -2.32, -2.41], [2.07, -2.46, -2.02], [3.05, -2.70, -2.96], [2.71, -2.81, -4.31], [1.39, -2.69, -4.69], [0.40, -2.46, -3.75], [-0.14, -3.96, 1.22], [0.37, -2.73, 4.39], [0.52, -5.13, 4.94], [0.21, -6.80, 3.14], [-0.17, -7.39, 0.94], [-0.56, -6.82, -1.44], [-0.64, -4.48, -2.11], [-1.77, -0.74, -3.35], [-4.09, -0.69, -4.13], [-5.82, -2.05, -2.99], [-5.20, -3.42, -1.02], [-2.89, -3.45, -0.21], [2.34, -2.41, -0.97], [4.08, -2.82, -2.65], [3.48, -2.99, -5.04], [1.11, -2.80, -5.73], [-0.63, -2.41, -4.07], [-3.67, 2.56, -3.99], [-2.54, 2.16, -4.70], [-1.43, 1.66, -4.04], [-1.48, 1.56, -2.65], [-2.60, 1.94, -1.93], [-3.70, 2.45, -2.61], [-0.35, 1.03, -1.92], [0.75, 1.16, -2.50], [1.83, 0.75, -1.72], [3.11, 0.88, -2.25], [4.19, 0.57, -1.45], [3.99, 0.14, -0.14], [2.71, -0.01, 0.39], [1.61, 0.28, -0.42], [-4.53, 2.95, -4.52], [-2.52, 2.25, -5.78], [-0.55, 1.36, -4.58], [-2.61, 1.88, -0.85], [-4.57, 2.76, -2.06], [3.23, 1.24, -3.26], [5.20, 0.67, -1.83], [4.84, -0.09, 0.49], [2.59, -0.36, 1.40], [-0.34, 2.53, 0.94], [1.28, 3.70, 1.49], [2.33, 3.20, 2.26], [3.32, 4.07, 2.69], [3.25, 5.42, 2.36], [2.21, 5.91, 1.59], [1.20, 5.05, 1.16], [2.39, 2.15, 2.50], [4.14, 3.70, 3.29], [4.03, 6.09, 2.70], [2.16, 6.96, 1.33], [0.38, 5.44, 0.57], [-2.11, 1.88, 3.80], [-3.46, 1.05, 2.41], [-4.78, 1.00, 2.84], [-5.72, 0.45, 1.97], [-5.29, -0.01, 0.73], [-3.95, 0.10, 0.41], [-3.03, 0.62, 1.24], [-5.07, 1.37, 3.81], [-6.76, 0.39, 2.26], [-5.98, -0.44, 0.02], [-3.60, -0.24, -0.55]]}

Entry 2:
{"formula": "C3H6O2", "method": "ωB97M-V/def2-TZVPD", "de_lowest_kj_mol": 317.93, "e_homo_ev": -8.48, "species": ["O", "C", "C", "C", "O", "H", "H", "H", "H", "H", "H"], "xyz": [[-1.40, 0.49, -0.89], [-1.08, -0.29, 0.26], [0.39, -0.62, 0.13], [1.12, 0.69, 0.31], [2.24, 0.65, -0.39], [-2.27, 0.87, -0.76], [-1.70, -1.20, 0.31], [-1.22, 0.29, 1.18], [0.61, -1.13, -0.82], [0.71, -1.28, 0.95], [2.61, 1.54, -0.29]]}

Entry 3:
{"formula": "C3H11N2O", "method": "ωB97M-V/def2-TZVPD", "de_lowest_kj_mol": 141.17, "charge": 1, "e_homo_ev": -12.43, "species": ["C", "C", "C", "N", "N", "H", "H", "H", "H", "H", "H", "H", "H", "H", "H", "H", "O"], "xyz": [[-0.79, 1.29, -0.93], [-0.49, 0.52, 0.35], [-1.14, -0.62, 0.64], [-2.03, -1.28, -0.16], [0.85, 0.74, 0.92], [-1.88, 1.38, -0.99], [-0.43, 2.31, -0.84], [-0.40, 0.73, -1.77], [-0.93, -1.13, 1.58], [-2.57, -0.84, -0.88], [-2.46, -2.04, 0.34], [1.09, 1.71, 0.74], [0.78, 0.49, 1.90], [1.54, 0.20, 0.35], [3.19, -0.82, -1.06], [2.93, -1.79, 0.04], [2.73, -0.88, -0.23]]}

Entry 4:
{"formula": "C20H35BClN7O9", "method": "ωB97M-V/def2-TZVPD", "smiles": "CC[C@H](Cl)[C@@](C#N)(ON=O)[C@@](C#N)(B(O)O)N(C(C)=O)C(C)=O.CNC(C)=O.CNC(C)=O.CNC(C)=O", "e_homo_ev": -8.95, "species": ["C", "C", "C", "Cl", "C", "C", "N", "O", "N", "O", "C", "C", "N", "B", "O", "O", "N", "C", "C", "O", "C", "C", "O", "H", "H", "H", "H", "H", "H", "H", "H", "H", "H", "H", "H", "H", "H", "C", "N", "C", "C", "O", "H", "H", "H", "H", "H", "H", "H", "C", "N", "C", "C", "O", "H", "H", "H", "H", "H", "H", "H", "C", "N", "C", "C", "O", "H", "H", "H", "H", "H", "H", "H"], "xyz": [[4.05, 1.77, -1.91], [2.54, 1.37, -2.39], [1.51, 2.64, -2.25], [1.62, 3.16, -0.49], [0.05, 2.20, -2.75], [0.21, 1.89, -4.34], [0.39, 1.81, -5.55], [-0.33, 0.92, -2.14], [-0.36, -0.02, -3.14], [-0.59, -1.07, -2.62], [-1.09, 3.34, -2.67], [-0.48, 4.63, -3.46], [0.06, 5.61, -3.94], [-2.35, 2.83, -3.59], [-2.87, 3.67, -4.65], [-3.00, 1.55, -3.37], [-1.44, 3.84, -1.31], [-2.17, 2.87, -0.46], [-3.76, 2.69, -0.33], [-1.46, 2.15, 0.32], [-2.03, 5.20, -1.31], [-1.13, 6.42, -0.70], [-3.17, 5.53, -1.75], [4.19, 2.88, -2.22], [4.19, 1.61, -0.78], [4.75, 1.08, -2.54], [2.65, 1.01, -3.47], [2.17, 0.56, -1.66], [2.00, 3.47, -2.90], [-3.17, 4.54, -4.25], [-3.98, 1.70, -3.37], [-4.04, 2.61, 0.79], [-3.99, 1.64, -0.78], [-4.38, 3.46, -0.90], [-1.77, 6.91, 0.12], [-0.11, 6.06, -0.32], [-1.05, 7.19, -1.57], [0.48, -4.73, 1.71], [1.67, -3.93, 1.58], [1.91, -2.90, 0.73], [0.81, -2.51, -0.23], [2.99, -2.31, 0.75], [0.10, -4.63, 2.74], [0.74, -5.77, 1.53], [-0.30, -4.43, 1.01], [2.46, -4.13, 2.19], [1.14, -1.67, -0.84], [0.56, -3.35, -0.88], [-0.08, -2.20, 0.33], [-4.92, -6.31, 2.80], [-3.67, -5.86, 2.22], [-3.47, -4.81, 1.37], [-4.66, -3.99, 0.97], [-2.34, -4.57, 0.97], [-4.82, -6.27, 3.89], [-5.09, -7.34, 2.50], [-5.76, -5.69, 2.49], [-2.83, -6.36, 2.45], [-4.34, -3.19, 0.29], [-5.38, -4.61, 0.44], [-5.12, -3.53, 1.85], [6.11, -0.80, 4.62], [5.37, 0.38, 4.24], [4.24, 0.46, 3.49], [3.66, -0.82, 2.95], [3.73, 1.55, 3.26], [6.14, -0.85, 5.71], [7.13, -0.70, 4.25], [5.67, -1.71, 4.22], [5.70, 1.28, 4.57], [2.76, -0.60, 2.37], [4.38, -1.32, 2.30], [3.38, -1.48, 3.78]]}

Entry 5:
{"formula": "C4H12NOS", "method": "ωB97M-V/def2-TZVPD", "de_lowest_kj_mol": 27.97, "charge": 1, "e_homo_ev": -13.54, "species": ["C", "C", "C", "C", "N", "O", "S", "H", "H", "H", "H", "H", "H", "H", "H", "H", "H", "H", "H"], "xyz": [[-3.46, -0.79, -0.22], [1.58, 1.95, 0.09], [-2.25, -0.40, 0.51], [1.97, -0.40, -0.56], [1.31, 0.53, 0.38], [-1.26, 0.08, -0.01], [1.53, -2.11, -0.04], [-3.52, -1.88, -0.22], [-3.44, -0.43, -1.25], [-4.36, -0.43, 0.29], [1.02, 2.58, 0.79], [2.64, 2.16, 0.19], [1.26, 2.19, -0.92], [-2.26, -0.58, 1.60], [3.06, -0.27, -0.52], [1.60, 0.29, 1.33], [0.24, 0.35, 0.31], [1.61, -0.21, -1.57], [2.74, -2.65, -0.20]]}

Entry 6:
{"formula": "C48H44F4N5O7Ta", "method": "ωB97M-V/def2-TZVPD", "de_lowest_kj_mol": 198.82, "e_homo_ev": -7.64, "species": ["Ta", "C", "N", "C", "C", "C", "N", "C", "C", "F", "C", "F", "C", "C", "F", "C", "F", "H", "H", "H", "H", "H", "H", "H", "H", "H", "H", "H", "O", "C", "N", "C", "C", "C", "C", "C", "C", "N", "C", "C", "C", "C", "C", "C", "C", "O", "O", "C", "C", "H", "H", "H", "H", "H", "H", "H", "H", "H", "H", "H", "H", "H", "H", "O", "C", "O", "C", "C", "C", "C", "C", "C", "H", "H", "H", "H", "H", "C", "C", "C", "C", "C", "C", "N", "C", "C", "C", "C", "C", "C", "C", "O", "O", "C", "C", "H", "H", "H", "H", "H", "H", "H", "H", "H", "H", "H", "H", "H", "H"], "xyz": [[0.84, -0.24, -1.09], [2.50, -3.75, -1.97], [1.26, -3.05, -2.28], [0.13, -3.95, -2.13], [1.32, -2.50, -3.62], [2.18, -1.22, -3.70], [2.43, -0.60, -2.41], [3.62, 0.03, -2.27], [4.09, 0.33, -0.97], [3.29, -0.03, 0.08], [5.29, 0.96, -0.71], [5.66, 1.20, 0.56], [6.13, 1.36, -1.74], [5.68, 1.14, -3.03], [6.43, 1.57, -4.05], [4.48, 0.50, -3.30], [4.13, 0.40, -4.60], [2.63, -4.61, -2.64], [3.34, -3.07, -2.08], [2.47, -4.10, -0.94], [0.20, -4.80, -2.82], [0.11, -4.34, -1.11], [-0.80, -3.41, -2.31], [1.73, -3.25, -4.32], [0.30, -2.28, -3.94], [3.14, -1.50, -4.15], [1.68, -0.50, -4.36], [7.07, 1.83, -1.54], [-0.09, 1.41, 2.83], [0.26, 0.96, 1.81], [0.62, 0.48, 0.79], [-3.87, -4.66, 3.06], [-3.91, -3.18, 2.84], [-4.17, -2.34, 3.91], [-4.15, -0.97, 3.76], [-3.91, -0.42, 2.52], [-3.67, -1.24, 1.42], [-3.39, -0.60, 0.21], [-3.76, -0.98, -1.04], [-4.98, -1.62, -1.28], [-5.36, -1.99, -2.55], [-4.53, -1.75, -3.64], [-3.32, -1.14, -3.44], [-2.93, -0.74, -2.16], [-1.57, -0.24, -1.93], [-1.30, 0.67, -1.11], [-0.60, -0.85, -2.49], [-3.64, -2.63, 1.58], [-3.25, -3.55, 0.46], [-4.25, -4.89, 4.05], [-2.85, -5.03, 2.99], [-4.47, -5.19, 2.32], [-4.37, -2.77, 4.88], [-4.32, -0.33, 4.61], [-3.88, 0.65, 2.39], [-2.63, 0.08, 0.24], [-5.64, -1.82, -0.44], [-6.31, -2.48, -2.70], [-4.84, -2.06, -4.62], [-2.64, -0.94, -4.26], [-4.13, -3.97, -0.03], [-2.64, -4.37, 0.85], [-2.65, -3.03, -0.29], [-0.62, -1.76, 0.10], [0.39, -2.25, 0.67], [1.54, -1.97, 0.24], [0.23, -3.11, 1.87], [-0.64, -2.71, 2.87], [-0.73, -3.45, 4.04], [0.04, -4.59, 4.20], [0.90, -5.00, 3.20], [1.00, -4.26, 2.03], [-1.24, -1.82, 2.74], [-1.39, -3.13, 4.83], [-0.02, -5.16, 5.12], [1.51, -5.88, 3.33], [1.67, -4.57, 1.24], [-0.69, 5.27, 3.86], [0.64, 4.96, 3.25], [1.77, 4.89, 4.05], [3.00, 4.54, 3.53], [3.12, 4.28, 2.18], [2.01, 4.37, 1.35], [2.20, 3.99, 0.01], [1.64, 4.55, -1.09], [1.49, 5.95, -1.17], [1.06, 6.55, -2.33], [0.74, 5.79, -3.45], [0.82, 4.42, -3.38], [1.27, 3.78, -2.22], [1.20, 2.32, -2.15], [1.73, 1.71, -1.14], [0.61, 1.61, -2.98], [0.75, 4.68, 1.88], [-0.48, 4.66, 1.02], [-0.57, 5.59, 4.89], [-1.32, 4.38, 3.85], [-1.21, 6.05, 3.31], [1.68, 5.08, 5.11], [3.87, 4.46, 4.17], [4.07, 3.99, 1.75], [2.43, 3.01, -0.10], [1.74, 6.53, -0.30], [0.99, 7.63, -2.38], [0.43, 6.27, -4.36], [0.54, 3.80, -4.22], [-0.69, 5.66, 0.63], [-1.34, 4.33, 1.60], [-0.36, 3.99, 0.18]]}

Entry 7:
{"formula": "CH8NO", "method": "ωB97M-V/def2-TZVPD", "de_lowest_kj_mol": 64.51, "charge": 1, "e_homo_ev": -15.64, "species": ["N", "H", "H", "H", "H", "C", "O", "H", "H", "H", "H"], "xyz": [[-1.86, -0.16, -0.08], [-2.32, -0.07, 0.78], [-0.88, 0.09, -0.04], [-2.27, 0.54, -0.69], [-1.98, -1.07, -0.49], [1.55, -0.47, 0.07], [0.60, 0.64, 0.05], [1.05, -1.39, 0.35], [2.29, -0.18, 0.79], [1.99, -0.58, -0.85], [1.07, 1.45, -0.09]]}

Entry 8:
{"formula": "C8H12O2", "method": "ωB97M-V/def2-TZVPD", "de_lowest_kj_mol": 425.90, "smiles": "O[C@H]1CC[C@H]2O[C@@H]12.C=C=C", "e_homo_ev": -9.67, "species": ["O", "C", "C", "C", "C", "O", "C", "H", "H", "H", "H", "H", "H", "H", "H", "C", "C", "C", "H", "H", "H", "H"], "xyz": [[-0.02, -1.84, -0.72], [0.54, -0.81, 0.11], [2.03, -0.94, 0.40], [2.65, 0.55, 0.80], [1.65, 1.38, -0.03], [1.54, 0.99, -1.41], [0.49, 0.60, -0.57], [0.27, -1.65, -1.54], [0.02, -0.80, 1.10], [2.52, -1.12, -0.64], [2.30, -1.56, 1.19], [2.50, 0.80, 1.80], [3.67, 0.54, 0.59], [1.57, 2.41, 0.03], [-0.49, 0.93, -0.76], [-3.19, -1.15, -0.36], [-3.26, 0.07, 0.03], [-3.06, 1.28, 0.35], [-3.94, -1.95, -0.46], [-2.26, -1.39, -0.86], [-2.59, 1.51, 1.31], [-2.95, 2.13, -0.37]]}

Entry 9:
{"formula": "C4H7NO2", "method": "ωB97M-V/def2-TZVPD", "de_lowest_kj_mol": 346.84, "smiles": "C/C(=N\\O)[C@H]1CO1", "e_homo_ev": -9.89, "species": ["C", "C", "N", "O", "C", "C", "O", "H", "H", "H", "H", "H", "H", "H"], "xyz": [[1.64, -0.71, 0.19], [0.25, -0.13, 0.22], [-0.27, 0.43, 1.24], [0.61, 0.47, 2.31], [-0.70, -0.30, -0.93], [-1.71, 0.72, -1.20], [-0.58, 0.54, -2.07], [1.77, -1.38, 1.05], [1.83, -1.26, -0.73], [2.39, 0.08, 0.30], [0.05, 0.83, 3.02], [-0.91, -1.34, -1.17], [-2.68, 0.42, -1.60], [-1.69, 1.63, -0.62]]}

Entry 10:
{"formula": "C5H8N2O", "method": "ωB97M-V/def2-TZVPD", "de_lowest_kj_mol": 399.69, "smiles": "[H]/N=C1\\OC[C@H]2CCN12", "e_homo_ev": -8.99, "species": ["H", "N", "C", "O", "C", "C", "C", "C", "N", "H", "H", "H", "H", "H", "H", "H"], "xyz": [[-2.82, -0.96, 0.58], [-2.01, -1.25, 0.01], [-1.08, -0.40, -0.01], [-1.42, 0.91, 0.23], [-0.21, 1.71, 0.12], [0.92, 0.69, -0.56], [2.00, 0.12, 0.39], [1.43, -1.36, 0.25], [0.14, -0.62, -0.71], [-0.39, 2.39, -0.56], [0.04, 2.04, 1.12], [1.33, 1.13, -1.41], [2.98, 0.29, -0.11], [2.04, 0.20, 1.65], [0.93, -1.81, 1.23], [1.94, -1.95, -0.61]]}

Entry 11:
{"formula": "C4H8O2S2", "method": "ωB97M-V/def2-TZVPD", "de_lowest_kj_mol": 200.14, "smiles": "CSC(=S)[C@H](O)CO", "e_homo_ev": -9.05, "species": ["C", "S", "C", "S", "C", "O", "C", "O", "H", "H", "H", "H", "H", "H", "H", "H"], "xyz": [[-0.89, 2.84, -0.28], [0.41, 1.74, 0.41], [0.08, 0.37, -0.62], [-0.94, 0.37, -1.90], [0.83, -0.90, -0.19], [0.79, -1.90, -1.21], [0.24, -1.47, 1.26], [0.78, -2.67, 1.50], [-0.96, 3.77, 0.38], [-0.54, 3.15, -1.29], [-1.90, 2.52, -0.31], [1.87, -0.64, -0.02], [-0.13, -1.89, -1.64], [0.68, -0.61, 2.02], [-0.93, -1.42, 1.22], [0.61, -3.25, 0.69]]}

Entry 12:
{"formula": "C5H10O2", "method": "ωB97M-V/def2-TZVPD", "de_lowest_kj_mol": 264.06, "smiles": "C=C(O)/C=C/C.O", "e_homo_ev": -8.65, "species": ["C", "C", "O", "C", "C", "C", "H", "H", "H", "H", "H", "H", "H", "H", "O", "H", "H"], "xyz": [[1.93, 0.84, 1.23], [1.30, 0.34, 0.16], [2.03, -0.05, -0.94], [-0.11, 0.01, 0.06], [-1.04, 0.90, 0.48], [-2.46, 0.34, 0.61], [2.98, 0.77, 1.51], [1.41, 0.98, 2.18], [2.95, 0.09, -0.76], [-0.40, -0.97, -0.25], [-0.62, 1.85, 0.74], [-2.82, 0.50, 1.62], [-3.14, 0.62, -0.20], [-2.37, -0.74, 0.46], [-0.09, -1.62, -2.44], [-0.31, -2.55, -2.28], [0.79, -1.32, -2.18]]}

Entry 13:
{"formula": "C2H5N", "method": "ωB97M-V/def2-TZVPD", "de_lowest_kj_mol": 75.93, "smiles": "C=NC", "e_homo_ev": -9.62, "species": ["C", "N", "C", "H", "H", "H", "H", "H"], "xyz": [[-1.30, 0.07, -0.04], [-0.27, -0.55, 0.47], [1.01, -0.12, 0.17], [-2.30, -0.19, 0.32], [-1.32, 0.76, -0.88], [1.28, -0.39, -0.93], [1.76, -0.59, 0.76], [1.13, 1.00, 0.14]]}